(1)
Below is an isolated ion of composition C7H11N4O and charge +1, with properties calculated with ωB97M-V/def2-TZVPD.

* Kohn-Sham gap: 0.357 Eh
* electronic energy: -567.23322 a.u.
* total charge: +1
* max |F|: 5.57 eV Å⁻¹
* energy above the lowest of the compared OMol25 structures with the same formula, charge and spin: 92.2 kcal per mole
* SMILES: Cc1ncoc1[C@@H]1N=NC[N@H+]1C
* E_LUMO: -3.49 eV

Structure (XYZ):
```
23
Properties=species:S:1:pos:R:3:mulliken_charge:R:1
C 2.296 2.275 -0.182 -1.17
C 2.056 0.785 0.138 0.56
N 3.074 -0.013 0.609 -0.54
C 2.497 -1.161 0.795 -0.21
O 1.170 -1.223 0.555 -0.43
C 0.944 0.035 0.014 0.07
C -0.412 0.107 -0.671 0.09
N -0.899 1.426 -0.420 -0.16
N -1.867 1.480 0.305 -0.31
C -2.379 0.204 0.661 -0.28
N -1.311 -0.779 0.168 0.16
C -1.834 -1.828 -0.727 -1.08
H 1.585 2.766 0.476 0.33
H 3.314 2.480 -0.104 0.38
H 2.079 2.438 -1.251 0.33
H 2.892 -2.022 1.336 0.40
H -0.401 -0.067 -1.669 0.57
H -2.671 0.343 1.803 0.29
H -3.441 0.190 0.244 0.29
H -0.722 -1.252 0.908 0.51
H -2.564 -1.447 -1.521 0.39
H -1.012 -2.222 -1.317 0.39
H -2.394 -2.514 -0.150 0.41
```


(2)
Below is a 3-piece molecular cluster, C3H12NO3S overall, with properties calculated with ωB97M-V/def2-TZVPD.

* Kohn-Sham gap: 0.244 Eh
* electronic energy: -800.17670 a.u.
* total charge: -1
* max |F|: 2.25 eV Å⁻¹
* energy above the lowest of the compared OMol25 structures with the same formula, charge and spin: 14.6 kcal per mole
* E_LUMO: 2.85 eV

Structure (XYZ):
```
20
Properties=species:S:1:pos:R:3:mulliken_charge:R:1
C -0.312 -1.485 -0.241 -0.94
C -1.044 -1.076 -1.522 -0.31
S -2.236 -2.321 -2.053 -0.27
N 0.711 -0.511 0.061 -0.44
C 0.099 0.782 0.617 -0.42
O 0.701 1.153 1.755 -0.93
H 0.212 -2.422 -0.434 0.52
H -1.028 -1.635 0.566 0.36
H -1.492 -0.130 -1.293 0.31
H -0.291 -0.841 -2.278 0.28
H -1.535 -3.342 -1.579 0.09
H 1.345 -0.772 0.811 0.17
H -0.969 0.541 0.827 0.26
H 0.218 1.521 -0.163 0.33
H -0.082 1.734 2.995 0.42
H -0.357 3.198 3.305 0.26
O -0.629 2.336 3.614 -0.74
H 2.041 0.924 -0.954 0.45
H 2.202 0.920 -2.407 0.30
O 2.446 1.426 -1.628 -0.70
```


(3)
Below is a 2-piece molecular cluster, C4H14N3 overall, with properties calculated with ωB97M-V/def2-TZVPD.

* Kohn-Sham gap: 0.361 Eh
* electronic energy: -324.78164 a.u.
* total charge: +1
* max |F|: 2.29 eV Å⁻¹
* energy above the lowest of the compared OMol25 structures with the same formula, charge and spin: 52.2 kcal per mole
* E_LUMO: -3.25 eV

Structure (XYZ):
```
21
Properties=species:S:1:pos:R:3:mulliken_charge:R:1
C 2.401 -0.475 1.569 -0.92
C 1.218 -2.453 1.792 -0.23
N 1.257 -1.302 1.251 -0.28
H 2.136 0.254 2.345 0.30
H 2.708 0.054 0.648 0.26
H 3.276 -1.019 1.932 0.39
H 2.181 -2.909 2.008 0.25
H 0.281 -2.984 2.043 0.24
H 0.108 -0.495 0.788 0.43
C -2.527 1.296 -2.010 -0.79
N -1.101 1.679 -1.596 -0.38
C -0.232 0.683 -1.036 -0.61
N -0.662 0.260 0.351 -0.33
H -3.060 2.095 -2.535 0.32
H -2.430 0.386 -2.617 0.33
H -3.090 0.973 -1.128 0.24
H -0.703 2.144 -2.399 0.25
H 0.719 1.176 -0.897 0.40
H -0.092 -0.237 -1.629 0.40
H -0.863 1.137 0.830 0.35
H -1.525 -0.262 0.289 0.36
```


(4)
Below is a 2-piece molecular cluster, C5H14 overall, with properties calculated with ωB97M-V/def2-TZVPD.

* Kohn-Sham gap: 0.444 Eh
* electronic energy: -198.85360 a.u.
* total charge: 0
* max |F|: 3.04 eV Å⁻¹
* energy above the lowest of the compared OMol25 structures with the same formula, charge and spin: 22.3 kcal per mole
* SMILES: CCC.CC
* E_LUMO: 1.06 eV

Structure (XYZ):
```
19
Properties=species:S:1:pos:R:3:mulliken_charge:R:1
C 1.657 -1.381 0.621 -1.23
C 1.351 -1.053 2.118 -0.25
C -0.091 -0.589 2.307 -0.99
H 2.556 -2.051 0.628 0.33
H 1.586 -0.461 0.073 0.34
H 0.990 -2.174 0.338 0.36
H 1.546 -2.023 2.666 0.25
H 2.141 -0.409 2.463 0.34
H -0.667 -0.618 1.376 0.27
H -0.600 -1.344 2.913 0.28
H -0.183 0.268 2.974 0.30
C -0.891 2.024 -2.287 -0.79
C -1.851 0.930 -2.537 -0.80
H -0.890 2.801 -3.065 0.30
H -1.103 2.565 -1.378 0.27
H 0.138 1.639 -2.238 0.22
H -2.304 0.302 -1.751 0.28
H -1.391 0.264 -3.305 0.23
H -2.753 1.303 -3.056 0.28
```


(5)
Below is CBr2N2O4 as an isolated structure, with properties calculated with ωB97M-V/def2-TZVPD.

* Kohn-Sham gap: 0.371 Eh
* electronic energy: -5596.36364 a.u.
* total charge: 0
* max |F|: 3.70 eV Å⁻¹
* energy above the lowest of the compared OMol25 structures with the same formula, charge and spin: 5.9 kcal per mole
* E_LUMO: -1.37 eV

Structure (XYZ):
```
9
Properties=species:S:1:pos:R:3:mulliken_charge:R:1
C 0.076 0.072 -0.478 0.25
N -1.228 0.036 0.058 0.84
N 1.042 -0.036 0.726 0.80
O -2.107 -0.591 -0.455 -0.51
O 2.169 0.384 0.540 -0.48
O -1.381 0.853 0.945 -0.46
O 0.567 -0.713 1.586 -0.46
Br 0.280 1.601 -1.568 0.04
Br 0.582 -1.606 -1.354 -0.01
```


(6)
Below is C3H7CrO3 as an isolated structure, with properties calculated with ωB97M-V/def2-TZVPD.

* Kohn-Sham gap (alpha / beta): 0.269 / 0.289 Eh
* electronic energy: -1388.31661 a.u.
* total charge: +1
* max |F|: 3.00 eV Å⁻¹
* energy above the lowest of the compared OMol25 structures with the same formula, charge and spin: 0.0 kcal per mole
* 2S+1: 5
* E_LUMO (alpha / beta): -5.10 / -5.17 eV

Structure (XYZ):
```
14
Properties=species:S:1:pos:R:3:mulliken_spin:R:1
O 0.101 1.522 -0.568 -0.06
C -0.853 1.283 0.439 -0.04
C -0.791 -0.168 0.880 -0.03
O -1.803 -1.017 0.373 0.01
C -2.134 -0.882 -0.829 -0.04
Cr 1.195 0.061 -0.180 4.10
H -1.881 1.536 0.095 0.01
H -0.665 1.907 1.335 0.00
H -0.844 -0.344 1.959 0.00
H 3.211 -1.453 0.536 0.01
H -2.905 -1.569 -1.184 0.00
H -1.801 -0.128 -1.548 0.00
O 2.955 -0.734 -0.054 0.04
H 3.737 -0.474 -0.555 0.01
```